Molecular formula: C6H7N3O2
Method: DFT, the ωB97M-V functional and the def2-TZVPD basis

SMILES: Nc1cccc(N)c1[N+](=O)[O-]
E in a.u.: -547.47621
LUMO in Ha: -0.015
Energy above the lowest of the compared OMol25 structures with the same formula, charge and spin in kcal/mol: 67.9
Total charge: 0

```
18
C6H7N3O2, DFT the ωB97M-V functional and the def2-TZVPD basis
N -0.42919 1.35224 2.05042
C 0.10196 0.47874 1.18517
C 1.07588 -0.39706 1.54217
C 1.48566 -1.39766 0.63351
C 0.96749 -1.54486 -0.61902
C 0.01339 -0.62312 -1.15332
N -0.42681 -0.63551 -2.47296
C -0.41261 0.47235 -0.22686
N -1.40170 1.42692 -0.65413
O -1.68051 1.43264 -1.85987
O -1.91492 2.22325 0.22216
H -0.93726 2.13026 1.71225
H 0.02790 1.53427 2.99407
H 1.46498 -0.30548 2.59771
H 2.41908 -1.93561 0.93226
H 1.37627 -2.35532 -1.25578
H -0.31357 -1.57106 -2.98416
H -1.41605 -0.28499 -2.64362
```

Atom charges from the Mulliken analysis, given in e for atoms 1 to 6: atom 1 (N): -0.435, atom 2 (C): 0.841, atom 3 (C): -0.782, atom 4 (C): -0.438, atom 5 (C): -0.697, atom 6 (C): 0.853



Molecular formula: C32H46Br2O3
Method: DFT, the ωB97M-V functional and the def2-TZVPD basis

⟨S²⟩: 0.766
E in a.u.: -6620.22992
Spin multiplicity: 2
LUMO (spin up / spin down) in Ha: -0.142 / -0.294
Total charge: +1

```
83
C32H46Br2O3, DFT the ωB97M-V functional and the def2-TZVPD basis
Br 3.54578 1.80551 2.91683
C 3.02374 1.42212 4.77491
C 1.47168 1.15744 4.99930
Br 1.03456 0.37140 6.76910
H 3.30034 2.27444 5.39551
H 3.56243 0.53213 5.10021
H 1.03119 0.56199 4.19960
H 0.90055 2.08356 4.93450
C 6.26337 0.96556 -1.56490
C 5.46493 0.36281 -0.56272
C 4.43630 -0.54337 -0.93161
C 4.19271 -0.68922 -2.32596
C 4.94081 -0.06043 -3.28991
C 5.95860 0.82687 -2.91808
H 7.12521 1.51598 -1.21755
H 5.70052 0.31006 0.48995
H 3.71916 -0.96703 -0.24414
H 3.43945 -1.36890 -2.69616
H 4.86116 -0.05358 -4.36695
H 6.65904 1.14622 -3.67558
C 1.36020 0.55512 -0.59445
C 0.84643 -0.63038 -1.10889
C -0.04731 -1.34712 -0.39014
C -0.47662 -0.78699 0.84237
C -0.07291 0.43830 1.33778
C 0.93544 1.05130 0.67988
H 2.12042 1.11523 -1.11859
H 1.26515 -1.02010 -2.02496
H -0.46336 -2.26311 -0.78293
H -1.22439 -1.32087 1.41002
H -0.55534 0.86099 2.20668
H 1.28608 1.98410 1.09620
C -2.82043 -3.87778 -1.33283
C -3.38548 -5.12186 -1.34484
C -4.54625 -5.33986 -0.52215
C -5.06839 -4.36115 0.32542
C -4.49714 -3.15005 0.28988
C -3.38416 -2.89599 -0.51876
H -1.97124 -3.71309 -1.97948
H -3.08351 -5.95901 -1.95671
H -5.00085 -6.31774 -0.58116
H -5.84539 -4.66123 1.01289
H -4.78776 -2.29120 0.87666
H -2.98208 -1.89985 -0.40727
C -3.97006 1.59588 0.57842
C -5.24470 1.72741 1.14100
C -5.46073 2.69480 2.03437
C -4.45757 3.52091 2.56248
C -3.12905 3.32480 2.02667
C -2.92430 2.35961 1.02632
H -3.86909 0.84650 -0.19270
H -6.01599 1.04980 0.80576
H -6.45103 2.86897 2.42853
H -4.64899 4.28369 3.30270
H -2.27461 3.86374 2.40859
H -1.94908 2.46436 0.57425
C 3.56642 4.44612 -4.45469
C 3.22434 3.93458 -3.04003
O 2.61532 4.85397 -2.21955
H 2.69809 4.89837 -4.93383
H 4.04375 3.72639 -5.11970
H 4.27996 5.26581 -4.37059
H 4.17198 3.70924 -2.55086
H 2.67559 2.99297 -3.02091
H 2.31529 4.51548 -1.37278
C -3.14898 -1.53411 4.41762
C -3.10331 -2.14823 5.83221
O -2.98551 -1.24009 6.86931
H -2.29810 -0.93606 4.09137
H -3.91435 -0.75982 4.47049
H -3.43624 -2.22079 3.62134
H -2.09577 -2.56295 5.80116
H -3.75292 -2.99767 6.04331
H -2.16177 -0.75757 6.76820
C 1.14761 -0.79374 -5.65125
C 1.32440 -2.20519 -5.11569
O 0.54404 -2.41610 -3.91067
H 1.71418 -0.59473 -6.56093
H 1.39228 -0.03411 -4.90882
H 0.07322 -0.66594 -5.78333
H 2.37686 -2.28720 -4.84419
H 1.28918 -3.01546 -5.84392
H -0.39304 -2.47483 -4.11069
```

Atom charges from the Mulliken analysis, given in e for atoms 1 to 6: atom 1 (Br): -0.126, atom 2 (C): -0.498, atom 3 (C): -0.430, atom 4 (Br): -0.131, atom 5 (H): 0.370, atom 6 (H): 0.395



Molecular formula: C3H9N
Method: DFT, the ωB97M-V functional and the def2-TZVPD basis

SMILES: C=N.CC
E in a.u.: -174.40578
LUMO in Ha: 0.042
Energy above the lowest of the compared OMol25 structures with the same formula, charge and spin in kcal/mol: 29.7
Total charge: 0

```
13
C3H9N, DFT the ωB97M-V functional and the def2-TZVPD basis
C -0.55023 -1.99856 -1.41476
N 0.55252 -2.39078 -0.94999
H -0.55937 -1.15761 -2.10850
H -1.53923 -2.39909 -1.17378
H 0.46294 -2.96630 -0.11394
C 0.12124 1.74559 0.05033
C 0.33032 1.01473 1.36822
H 0.99157 1.85628 -0.58737
H -0.57366 1.15599 -0.55054
H -0.47171 2.63856 0.25239
H 0.69462 1.69572 2.14601
H 1.10119 0.24462 1.27728
H -0.56021 0.56084 1.80465
```

Atom charges from the Mulliken analysis, given in e for atoms 1 to 6: atom 1 (C): -0.288, atom 2 (N): -0.465, atom 3 (H): 0.270, atom 4 (H): 0.241, atom 5 (H): 0.243, atom 6 (C): -0.738



Molecular formula: C3H17NO4
Method: DFT, the ωB97M-V functional and the def2-TZVPD basis

E in a.u.: -480.06450
LUMO in Ha: -0.015
Energy above the lowest of the compared OMol25 structures with the same formula, charge and spin in kcal/mol: 89.5
Total charge: 0

```
25
C3H17NO4, DFT the ωB97M-V functional and the def2-TZVPD basis
C 1.25744 -1.23632 0.08065
C 0.36098 -1.32518 -1.20137
C 0.39872 -0.03028 -2.00194
N 1.26833 -0.73819 2.00875
H 1.57548 -2.20662 0.38917
H 1.75542 -0.26833 0.02642
H 0.70920 -2.23125 -1.70416
H -0.71124 -1.45055 -0.86479
H -0.15464 0.76704 -1.48160
H 1.43942 0.28518 -2.16074
H -0.05942 -0.16375 -3.00725
H 2.00144 -0.07078 1.77477
H 1.85314 -1.56463 2.12083
H 1.64787 3.93958 -0.10045
H 0.87009 2.63378 -0.50633
O 1.38373 3.38220 -0.83686
H -0.67513 0.70125 0.73366
H -1.74269 1.46637 -0.00650
O -0.87582 1.61479 0.39560
H -1.49436 -0.63772 2.52923
H -0.10203 -0.80423 1.66658
O -1.26230 -0.60812 1.59562
H -3.18050 -0.80868 -0.52231
H -2.72986 -0.33524 0.82557
O -3.53326 -0.31032 0.24742
```

Atom charges from the Mulliken analysis, given in e for atoms 1 to 6: atom 1 (C): -0.790, atom 2 (C): -0.006, atom 3 (C): -1.025, atom 4 (N): -0.798, atom 5 (H): 0.386, atom 6 (H): 0.368